C5H8O | wB97M-V/def2-TZVPD

```
14
C5H8O, DFT wB97M-V/def2-TZVPD
C -1.48 0.26 0.89
C -1.09 -0.43 -0.18
C 0.37 -0.35 -0.59
C 1.38 -0.79 0.47
C 0.22 1.13 -0.93
O -0.36 1.50 -1.92
H -0.76 0.60 1.62
H -2.50 0.59 1.02
H -1.80 -0.75 -0.95
H 0.57 -0.86 -1.54
H 1.09 -0.47 1.48
H 1.44 -1.88 0.49
H 2.38 -0.40 0.28
H 0.56 1.85 -0.15
```

As for the total energy: -7360.5674 eV. Its SMILES is C=C[C@H](C)C=O. Its multiplicity is 1.